Formula: C25H25FeN2O9P2S2
Source: the OMol25 dataset
Level of theory: wB97M-V/def2-TZVPD

ORCA input file:
```
! RIJCOSX wB97M-V def2-TZVPD def2/J DEFGRID3
* xyz -2 2
Fe 0.022 0.362 0.018
O 4.269 -4.503 2.635
C 4.053 -4.189 1.259
C 3.253 -2.946 0.995
C 3.147 -2.490 -0.298
C 2.253 -1.478 -0.574
N 1.499 -0.898 0.358
C 1.692 -1.238 1.614
C 2.532 -2.274 1.968
C 0.908 -0.446 2.587
C 1.211 -0.345 3.928
C 0.483 0.510 4.744
C 0.801 0.647 6.201
O 0.057 -0.285 7.006
C -0.549 1.226 4.181
C -0.782 1.089 2.825
N -0.086 0.254 2.058
H 3.433 -4.386 3.096
H 3.541 -5.017 0.762
H 5.038 -4.096 0.805
H 3.704 -2.955 -1.102
H 2.106 -1.128 -1.586
H 2.591 -2.553 3.014
H 2.060 -0.891 4.324
H 0.564 1.654 6.540
H 1.861 0.464 6.376
H -0.531 -0.769 6.420
H -1.127 1.927 4.770
H -1.549 1.660 2.311
S -0.180 -3.798 -0.939
C 0.266 -3.159 -2.507
C 0.759 -4.068 -3.479
C 1.192 -3.679 -4.736
C 1.157 -2.337 -5.094
C 0.655 -1.417 -4.185
C 0.185 -1.778 -2.912
S -0.551 -0.436 -1.996
H 0.777 -5.116 -3.200
H 1.563 -4.426 -5.435
H 1.514 -2.013 -6.066
H 0.598 -0.366 -4.453
O 2.030 4.365 0.406
P 1.184 3.160 1.104
O 1.487 3.099 2.554
O 1.418 1.975 0.189
O -0.342 3.650 0.905
P -1.308 3.127 -0.340
O -0.383 3.285 -1.647
O -2.486 4.005 -0.415
O -1.493 1.649 -0.040
H 1.941 5.141 0.982
H 0.475 2.847 -1.470
C -2.774 -1.370 0.263
C -3.831 -0.559 -0.188
C -4.373 0.482 0.608
C -5.409 1.270 0.155
C -5.962 1.051 -1.108
C -5.443 0.036 -1.913
C -4.403 -0.756 -1.468
H -2.402 -2.202 -0.321
H -2.292 -1.179 1.218
H -3.933 0.657 1.584
H -5.789 2.073 0.777
H -6.763 1.685 -1.471
H -5.856 -0.123 -2.905
H -3.973 -1.518 -2.108
*
```

Calculated values
LUMO level (spin up / spin down) = 3.921 / 3.921 eV
ΔE to the lowest compared entry with this formula, charge and spin = 28.7 kcal per mole
calculated total energy = -4497.49622 Ha
E_HOMO (spin up / spin down) = -1.08 / -1.08 eV
maximum force = 1.1 eV Å⁻¹

Mulliken population analysis, charges in e, atoms 1 to 2: Fe -0.295; O -0.565